1.
A structure of composition C50H43Br2CsN5P2S2 in a non-equilibrium geometry. Source: the OMol25 dataset; level of theory: ωB97M-V with the def2-TZVPD basis set.

Positions of all 105 atoms, in Å:
Cs -0.2946 -0.0691 0.1213
C -3.0932 0.0023 5.0542
C -2.6797 -0.0712 3.6033
S -1.0334 -0.2518 3.3063
C -3.6765 0.0262 2.5935
C -5.1349 0.1175 2.9782
S -3.3623 0.0339 0.9421
H -2.2042 0.0007 5.6838
H -3.7124 -0.8504 5.3353
H -3.6703 0.9002 5.2670
H -5.3240 0.0665 4.0375
H -5.6850 -0.6908 2.4914
H -5.5594 1.0486 2.5966
Br -0.1456 7.6765 -0.4634
C 0.0046 5.8062 -0.2567
C -0.7451 4.9540 -1.0568
C -0.5996 3.5882 -0.8449
N 0.2156 3.0796 0.0642
C 0.9370 3.9080 0.8228
C 0.8591 5.2967 0.7021
C 1.8335 3.2527 1.8421
C 2.7961 3.9953 2.5314
C 3.5645 3.3283 3.4667
Br 4.8713 4.2842 4.4402
C 3.3713 1.9756 3.6875
C 2.3882 1.3356 2.9399
N 1.6415 1.9479 2.0413
H -1.4181 5.3290 -1.8084
H -1.1654 2.8710 -1.4306
H 1.4221 5.9657 1.3294
H 2.9615 5.0448 2.3475
H 3.9617 1.4270 4.4055
H 2.2026 0.2822 3.0711
C 4.7489 -3.0807 2.2065
C 3.4405 -2.6225 2.2589
C 2.8798 -1.9163 1.2107
C 3.6258 -1.6172 0.0526
C 4.9565 -2.0726 0.0323
C 5.5007 -2.7897 1.0688
N 3.2436 -0.9108 -1.0590
N 1.9382 -0.8104 -1.2483
C 1.6666 -0.0064 -2.3372
C 2.6033 0.9127 -2.8637
C 2.2566 1.6712 -3.9471
C 0.9905 1.5302 -4.5143
C 0.1330 0.6250 -3.9196
N 0.4316 -0.1162 -2.8674
H 5.1707 -3.6427 3.0252
H 2.8310 -2.8202 3.1346
H 1.8596 -1.5820 1.3309
H 5.5401 -1.8466 -0.8485
H 6.5268 -3.1300 0.9974
H 3.5707 0.9902 -2.3964
H 2.9625 2.3814 -4.3592
H 0.6753 2.1011 -5.3765
H -0.8639 0.4836 -4.3131
C 1.0212 -4.7460 0.7365
P -0.0692 -3.4249 0.0513
C -1.7571 -4.0258 0.4089
C -2.4087 -5.0467 -0.2778
C -3.6637 -5.4670 0.1133
C -4.2896 -4.8684 1.2038
C -3.6635 -3.8367 1.8761
C -2.4043 -3.4106 1.4749
C 0.0620 -3.6120 -1.7602
C -1.0482 -3.5626 -2.5883
C -0.9016 -3.5317 -3.9653
C 0.3604 -3.5332 -4.5335
C 1.4790 -3.5535 -3.7137
C 1.3295 -3.5881 -2.3420
P 0.5340 -6.5179 0.8149
C 2.1421 -7.1895 1.3886
C 2.6028 -8.4166 0.9238
C 3.7696 -8.9714 1.4164
C 4.5074 -8.3034 2.3821
C 4.0621 -7.0767 2.8479
C 2.8904 -6.5284 2.3578
C 0.6252 -7.0607 -0.9328
C 1.6723 -6.7162 -1.7833
C 1.6768 -7.1266 -3.1018
C 0.6365 -7.9059 -3.5884
C -0.3992 -8.2778 -2.7507
C -0.3997 -7.8581 -1.4288
H 1.1631 -4.4267 1.7792
H 2.0083 -4.6136 0.2749
H -1.9358 -5.5017 -1.1367
H -4.1585 -6.2591 -0.4313
H -5.2707 -5.2020 1.5144
H -4.1506 -3.3376 2.7021
H -1.9373 -2.5779 1.9888
H -2.0465 -3.5442 -2.1628
H -1.7808 -3.4923 -4.5912
H 0.4745 -3.5001 -5.6082
H 2.4717 -3.5143 -4.1394
H 2.2099 -3.5480 -1.7189
H 2.0497 -8.9429 0.1555
H 4.1077 -9.9242 1.0356
H 5.4250 -8.7297 2.7604
H 4.6317 -6.5350 3.5890
H 2.5758 -5.5633 2.7293
H 2.4817 -6.1057 -1.4141
H 2.4807 -6.8251 -3.7554
H 0.6359 -8.2192 -4.6230
H -1.2112 -8.8853 -3.1241
H -1.2123 -8.1355 -0.7721

Kohn-Sham gap (spin up / spin down) = 4.8 / 5.7 eV
net charge = -1
energy = -8852.20691 a.u.
E_LUMO (spin up / spin down) = 1.7 / 1.8 eV
HOMO (spin up / spin down) = -3.10 / -3.93 eV

Mulliken population analysis, charges in e, atoms 1 to 99: 1.446, -1.630, 0.488, -0.256, 0.515, -1.496, -0.291, 0.340, 0.323, 0.362, 0.417, 0.272, 0.292, -0.202, 0.042, -0.787, -0.294, 0.225, 0.554, -0.837, 0.762, -0.812, -0.082, -0.206, -0.875, -0.318, 0.159, 0.434, 0.408, 0.382, 0.357, 0.452, 0.556, -0.632, -0.732, 0.216, -0.058, -0.051, -0.733, -1.139, 0.975, -0.058, -0.834, -0.487, -0.598, -0.616, 0.056, 0.472, 0.598, -0.096, 0.463, 0.365, 0.465, 0.389, 0.430, 0.407, -1.420, 0.703, 0.675, -0.184, -0.963, -0.788, -0.440, -0.920, 2.070, -1.108, -0.938, -0.888, -0.488, -1.175, -0.057, 0.543, -0.469, -0.638, -0.494, -0.587, -0.240, 0.368, 0.223, -0.726, -0.582, -0.626, -0.514, 0.417, 0.591, 0.941, 0.444, 0.378, 0.480, 0.234, 0.640, 0.406, 0.433, 0.432, -0.047, 0.358, 0.379, 0.372, 0.383

2.
An isolated molecule of CH4BrP in a non-equilibrium geometry. Source: the OMol25 dataset; level of theory: ωB97M-V with the def2-TZVPD basis set.

Positions of all 7 atoms, in Å:
C -0.7134 0.1684 0.1214
P 0.7790 0.0694 -0.9577
Br 2.1420 0.5079 0.7058
H -0.7014 1.0935 0.6437
H -0.6516 -0.5479 0.9710
H -1.7372 0.0687 -0.2883
H 0.8826 -1.3599 -1.1959

Kohn-Sham gap = 9.7 eV
net charge = 0
SMILES string = CPBr
energy = -2955.86328 a.u.
E_LUMO = 0.6 eV
HOMO = -9.16 eV

How is the electron density shared among the atoms? According to Mulliken, the charges in e are: -0.984, 0.053, -0.159, 0.341, 0.345, 0.336, 0.068

3.
A structure of composition ClH14O7 in a non-equilibrium geometry. Source: the OMol25 dataset; level of theory: ωB97M-V with the def2-TZVPD basis set.

Positions of all 22 atoms, in Å:
Cl -0.1638 -0.1873 -0.1197
O -1.3569 -1.8410 -1.9095
H -0.9762 -1.1732 -1.3391
H -0.7620 -2.5872 -1.8357
O -2.6394 1.4287 -0.5584
H -1.7007 1.4014 -0.3732
H -2.8099 0.6269 -1.0526
O 2.3536 -0.2488 -0.6700
H 1.4535 -0.1871 -0.3504
H 2.3082 0.0573 -1.5758
O 0.4258 1.7471 -1.7154
H 0.1047 1.0521 -1.1408
H 1.3556 1.8246 -1.5018
O 0.7919 -1.9015 1.6830
H 1.7013 -1.9613 1.3901
H 0.3267 -1.5110 0.9432
O -1.4468 -0.3975 2.3829
H -2.1450 0.0265 1.8840
H -0.7679 -0.5844 1.7345
O 1.3830 1.8566 1.3834
H 1.7637 1.1826 1.9465
H 0.8006 1.3766 0.7947

Kohn-Sham gap = 10.5 eV
net charge = -1
energy = -995.29982 a.u.
E_LUMO = 3.5 eV
HOMO = -7.06 eV

How is the electron density shared among the atoms? According to Mulliken, the charges in e are: -0.887, -0.690, 0.423, 0.276, -0.675, 0.410, 0.312, -0.715, 0.196, 0.317, -0.741, 0.325, 0.310, -0.696, 0.310, 0.426, -0.685, 0.303, 0.353, -0.654, 0.296, 0.487

For reference, energy relative to the best compared isomer or geometry (same formula, charge and spin) by record: 0.922 0.150 3.053 eV.